[1]
Below is 8 unconnected molecules or ions with the total composition C25H59N8O8, with properties calculated with ωB97M-V with the def2-TZVPD basis set.

XYZ file:
```
100
Properties=species:S:1:pos:R:3:forces:R:3:lowdin_charge:R:1
C -1.39270 -0.01136 -0.07045 0.0 -0.1 0.0 -0.21
C -1.96641 -0.71395 -1.27897 -0.2 0.0 -0.2 -0.36
C -2.97172 -1.84101 -0.98105 -0.2 0.1 0.0 -0.43
O -2.27991 -3.01909 -0.52550 -0.1 -0.2 0.0 -0.09
C -4.01860 -1.42835 0.05400 0.2 0.0 0.0 -0.27
N -4.88792 -0.33812 -0.39116 0.0 0.0 0.1 0.01
H -0.43088 0.45990 -0.31346 0.0 0.0 0.0 -0.04
H -2.06480 0.77301 0.31953 0.0 0.0 0.0 -0.05
H -2.51652 -0.09368 -2.03804 0.1 0.0 0.1 0.07
H -1.15809 -1.17834 -1.86204 0.0 0.0 0.0 0.08
H -3.50292 -2.08958 -1.92050 0.1 -0.1 0.1 0.12
H -2.95232 -3.69651 -0.37563 0.1 0.1 0.0 0.08
H -3.46526 -1.10580 0.94012 -0.1 0.0 0.0 0.10
H -4.64135 -2.29098 0.32535 0.0 0.0 0.0 0.10
H -4.29352 0.46216 -0.58436 0.0 0.0 0.0 0.05
H -5.32062 -0.60769 -1.26764 0.0 0.0 0.0 0.02
C 2.30414 -1.46158 2.37995 -0.1 0.0 -0.1 -0.36
O 1.87354 -0.32160 2.33873 0.2 0.0 0.2 -0.01
N 1.57174 -2.56751 2.20014 -0.1 -0.1 -0.1 -0.18
C 2.16929 -3.88528 2.25527 0.0 0.0 0.1 -0.06
C 0.13181 -2.46535 1.95979 -0.1 -0.1 0.1 -0.05
H 3.36945 -1.68481 2.57673 0.0 0.0 0.0 0.12
H 2.01931 -4.43731 1.32641 0.0 0.0 -0.1 0.07
H 1.74111 -4.47269 3.07342 0.0 0.0 0.0 0.08
H 3.24097 -3.78600 2.43318 0.0 0.0 0.0 0.08
H -0.15309 -1.87671 1.07769 0.1 0.1 0.0 0.05
H -0.35971 -1.96589 2.79696 0.0 0.0 0.0 0.08
H -0.24738 -3.48280 1.87012 -0.1 0.0 0.0 0.08
C 0.67992 -4.91066 -1.34497 0.0 -0.2 0.0 -0.33
O 1.50168 -5.66887 -0.84298 0.0 0.1 0.0 -0.02
N 0.39734 -4.89409 -2.65980 0.0 0.0 0.0 -0.18
C -0.60651 -3.99946 -3.20392 0.1 0.0 0.1 -0.04
C 1.10733 -5.79398 -3.54602 -0.1 0.0 0.0 -0.05
H 0.08884 -4.18700 -0.76323 0.0 0.0 0.0 0.13
H -1.40075 -4.56528 -3.70026 0.0 0.0 0.0 0.08
H -0.16966 -3.31089 -3.92959 0.0 0.0 0.0 0.09
H -1.04183 -3.43945 -2.37811 -0.1 0.1 -0.1 0.05
H 0.94454 -6.83373 -3.25295 0.0 0.0 0.0 0.09
H 2.18264 -5.61118 -3.52221 0.0 0.0 0.0 0.09
H 0.74321 -5.62331 -4.55669 0.1 -0.1 0.0 0.05
C 1.61831 4.94630 1.49521 0.0 0.0 0.0 -0.37
O 2.22112 5.93085 1.09577 0.0 0.0 0.0 -0.01
N 2.17880 3.94367 2.19030 0.1 0.0 0.0 -0.19
C 1.42432 2.80202 2.67898 -0.2 0.0 0.0 -0.04
C 3.59676 4.02873 2.48058 0.0 0.1 0.0 -0.04
H 0.54052 4.79657 1.31826 0.0 0.0 0.0 0.13
H 1.47510 2.75672 3.77128 0.0 0.0 0.0 0.08
H 1.78360 1.85649 2.27974 0.1 0.0 0.0 0.06
H 0.38137 2.91051 2.38268 0.0 0.0 0.0 0.09
H 3.81140 4.92819 3.06329 0.0 0.0 0.0 0.07
H 4.17648 4.08797 1.55807 0.0 0.0 0.0 0.09
H 3.89388 3.14300 3.03778 0.0 0.0 0.0 0.09
C -7.37080 -1.07960 -2.87498 0.1 0.1 0.0 -0.36
O -6.90471 -2.14357 -2.52397 -0.1 -0.1 -0.1 0.02
N -7.37612 -0.64407 -4.15558 0.0 -0.1 0.0 -0.20
C -7.91376 0.64157 -4.52744 0.0 0.1 0.0 -0.07
C -6.77334 -1.49498 -5.16416 0.0 0.0 -0.1 -0.05
H -7.81196 -0.35964 -2.16592 0.0 0.0 0.0 0.14
H -8.73323 0.54322 -5.24410 0.0 0.0 0.0 0.08
H -7.14751 1.28466 -4.96672 0.0 0.0 0.0 0.09
H -8.29725 1.13459 -3.63487 0.0 0.0 0.0 0.08
H -7.28510 -2.45657 -5.22108 0.0 0.0 0.0 0.09
H -5.72617 -1.69116 -4.93086 0.0 0.0 0.0 0.09
H -6.84089 -0.99239 -6.12754 0.0 0.0 0.0 0.08
C -0.04147 -4.72864 -7.73168 -0.1 0.0 0.1 -0.34
O 0.71877 -4.67491 -6.78700 0.0 0.0 -0.1 0.02
N -0.95622 -5.70758 -7.90743 0.0 0.0 0.1 -0.20
C -1.84782 -5.73506 -9.04134 0.0 0.1 -0.1 -0.07
C -1.04576 -6.74502 -6.89498 -0.1 0.0 0.0 -0.04
H -0.05747 -3.96928 -8.53121 0.0 0.0 0.0 0.13
H -2.89365 -5.68026 -8.73023 0.0 0.0 0.0 0.09
H -1.71328 -6.64232 -9.63509 0.0 0.0 0.0 0.09
H -1.63715 -4.87644 -9.67812 0.0 0.0 0.0 0.08
H -1.28860 -6.31972 -5.92046 0.0 0.0 0.0 0.08
H -0.09955 -7.27815 -6.79643 0.0 0.0 0.0 0.09
H -1.82659 -7.44597 -7.18392 0.0 0.0 0.0 0.08
C 5.93632 5.97635 6.06141 0.0 0.0 0.0 -0.35
O 6.41062 5.27538 6.94138 0.0 0.0 0.0 0.00
N 6.58887 6.33378 4.93804 0.0 0.0 0.1 -0.19
C 5.93459 7.15419 3.94142 -0.1 0.1 -0.1 -0.05
C 7.95035 5.88073 4.74182 0.0 0.0 -0.1 -0.05
H 4.91776 6.38925 6.10061 0.0 0.0 0.0 0.10
H 5.88094 6.65180 2.97329 0.0 0.0 0.0 0.09
H 6.44615 8.11096 3.81000 0.1 0.0 0.0 0.09
H 4.91491 7.34908 4.27191 0.0 0.0 -0.1 0.07
H 8.00447 4.79116 4.73666 0.0 0.0 0.0 0.09
H 8.60244 6.23904 5.53996 0.0 0.0 0.0 0.09
H 8.30690 6.26129 3.78647 0.0 0.0 0.0 0.08
C 1.77565 6.18986 5.41865 0.0 0.0 -0.1 -0.34
O 2.73002 6.93130 5.25332 0.0 -0.1 0.2 -0.01
N 1.64227 5.31387 6.43294 0.0 0.1 0.0 -0.19
C 0.47875 4.46149 6.54487 -0.1 0.0 -0.1 -0.06
C 2.69732 5.20123 7.42586 0.0 -0.1 0.0 -0.03
H 0.92209 6.17329 4.72249 0.0 0.0 0.0 0.14
H -0.05709 4.64235 7.47932 0.0 0.0 0.0 0.09
H 0.75404 3.40587 6.50208 0.0 0.0 0.0 0.09
H -0.19544 4.66779 5.71486 0.0 0.0 0.0 0.08
H 2.87990 6.15948 7.91377 0.0 0.0 0.0 0.10
H 3.63255 4.86351 6.98185 0.0 0.0 0.0 0.07
H 2.38927 4.47205 8.17232 0.0 0.0 0.0 0.09
```
Forces are in eV/Å.

E_tot = -55181.5862 eV
gap between HOMO and LUMO = 3.2 eV
highest occupied orbital energy = -1.4 eV
charge = -1
LUMO = 1.8201 eV

[2]
Below is 8 unconnected molecules or ions with the total composition C25H60O10S in a non-equilibrium geometry, with properties calculated with ωB97M-V with the def2-TZVPD basis set.

XYZ file:
```
96
Properties=species:S:1:pos:R:3:forces:R:3:lowdin_charge:R:1
C 0.34922 0.65514 -1.27301 5.5 -1.9 4.8 0.10
C 1.40077 0.54183 -0.46995 -4.4 -0.9 -4.1 -0.20
O 2.60286 0.10972 0.22604 -2.5 1.5 -1.2 -0.32
S 2.09816 -1.13443 1.30793 -2.6 0.1 3.9 1.04
O 1.70496 -0.53224 2.65871 2.1 -1.5 -4.3 -0.41
O 3.42762 -2.18468 1.62238 -0.8 0.4 -2.5 -0.33
C 3.36659 -3.25807 0.62818 -3.1 -3.3 -0.7 -0.22
C 2.21386 -4.13785 0.51781 2.5 1.8 -0.1 0.01
H -0.64620 0.43796 -1.83233 2.4 1.1 1.4 0.07
H 4.22352 -3.46562 -0.13190 -1.2 0.8 2.1 0.13
H 1.15279 -3.86495 0.86137 2.0 -0.5 0.1 0.08
H 2.32738 -5.17607 -0.00106 -0.1 2.4 0.5 0.08
C -2.23298 2.85239 4.46050 -0.3 0.1 0.0 -0.07
C -1.76408 1.57223 3.78673 0.6 0.4 0.3 -0.50
C -0.81297 0.79205 4.68096 0.0 -0.4 0.0 -0.07
O -1.10693 1.89478 2.56338 -0.2 0.0 -0.2 -0.07
H -1.38650 3.51240 4.67789 0.0 -0.1 0.1 0.08
H -2.90658 3.40886 3.80197 0.0 -0.1 0.1 0.07
H -2.75692 2.63717 5.39602 0.1 0.1 0.0 0.08
H -2.62883 0.94962 3.53782 0.1 0.1 -0.2 0.14
H 0.08309 1.37982 4.90632 -0.1 0.1 0.0 0.08
H -0.47464 -0.11924 4.17969 -0.1 0.1 0.0 0.07
H -1.29484 0.51516 5.62304 0.1 0.0 0.0 0.08
H -0.33925 2.44599 2.77303 -0.2 -0.2 0.0 0.09
C 0.92762 -5.34042 -3.85618 -0.2 -0.2 0.2 -0.06
C 1.21573 -3.88776 -3.51131 0.3 -0.2 -0.6 -0.50
C 1.06897 -2.98964 -4.72933 -0.1 0.3 0.0 -0.06
O 2.54133 -3.77706 -2.99845 0.2 0.1 0.3 -0.07
H 1.63009 -5.70983 -4.61087 -0.1 0.1 -0.1 0.08
H 1.04843 -5.97606 -2.97403 -0.1 0.1 -0.1 0.08
H -0.09000 -5.46122 -4.23786 0.1 0.0 0.0 0.08
H 0.53281 -3.55423 -2.72414 0.3 0.0 0.1 0.14
H 1.77636 -3.27692 -5.51455 -0.1 -0.1 0.0 0.08
H 1.29051 -1.95036 -4.46931 -0.1 -0.1 0.0 0.08
H 0.05559 -3.03991 -5.13726 0.1 0.0 0.0 0.08
H 3.15411 -4.07004 -3.68832 -0.2 0.1 0.1 0.09
C -3.31365 3.66541 -0.14067 0.0 -0.2 0.3 -0.05
C -2.30485 3.82270 -1.26702 -0.7 0.2 -0.1 -0.48
C -2.67510 4.97651 -2.18493 0.2 0.2 -0.2 -0.06
O -2.24833 2.61497 -2.02366 0.2 -0.3 -0.1 -0.08
H -4.31153 3.44991 -0.53729 0.1 0.2 -0.1 0.07
H -3.04123 2.82478 0.50450 0.1 0.1 0.0 0.07
H -3.36856 4.57152 0.46948 0.0 0.0 0.0 0.08
H -1.30849 3.99152 -0.84732 0.0 -0.3 -0.1 0.13
H -3.65035 4.80713 -2.65256 0.0 0.0 0.2 0.07
H -1.94758 5.07052 -2.99711 0.0 0.0 0.1 0.08
H -2.71087 5.92198 -1.63581 0.0 0.0 0.0 0.07
H -3.12643 2.45661 -2.39969 0.2 0.2 0.1 0.09
C 6.46664 -8.03187 -0.17417 0.0 -0.3 0.0 -0.06
C 5.58723 -7.07067 -0.95817 0.4 0.3 0.5 -0.49
C 6.33173 -5.78868 -1.29594 0.0 0.2 -0.3 -0.06
O 4.42769 -6.75615 -0.19017 -0.3 0.0 0.0 -0.08
H 6.78218 -7.58701 0.77552 0.0 0.1 -0.1 0.08
H 5.91486 -8.94381 0.07198 0.0 0.1 -0.1 0.08
H 7.35846 -8.30568 -0.74461 0.0 0.0 0.1 0.08
H 5.24703 -7.55208 -1.87993 -0.2 0.1 0.2 0.14
H 6.64254 -5.26545 -0.38535 0.1 -0.1 0.0 0.08
H 5.68360 -5.10228 -1.84924 0.0 -0.1 0.0 0.07
H 7.21956 -5.99503 -1.89998 0.0 0.1 0.1 0.08
H 4.71849 -6.32881 0.62905 -0.1 -0.1 -0.2 0.07
C 0.28205 7.33960 -0.45999 0.0 -0.3 -0.1 -0.06
C -0.58495 8.31855 -1.23584 0.4 0.3 0.5 -0.51
C 0.17599 9.59335 -1.56419 0.0 0.2 -0.3 -0.07
O -1.73992 8.64185 -0.46408 -0.3 0.0 -0.1 -0.06
H 0.60393 7.77270 0.49304 0.0 0.1 -0.1 0.08
H -0.28173 6.43306 -0.22068 0.0 0.1 -0.1 0.07
H 1.16988 7.05843 -1.03309 0.0 0.0 0.1 0.08
H -0.93189 7.84886 -2.16116 -0.2 0.1 0.2 0.13
H 0.49420 10.10533 -0.64984 0.1 -0.1 0.0 0.08
H -0.46332 10.29234 -2.11142 0.1 -0.1 0.0 0.08
H 1.06063 9.38012 -2.17058 0.0 0.1 0.1 0.08
H -1.44273 9.05838 0.35768 0.0 -0.1 -0.2 0.09
C 3.02537 -6.37581 3.17743 0.1 0.4 0.1 -0.06
C 1.66509 -7.00115 3.44073 0.5 -0.4 -0.3 -0.49
C 1.80088 -8.37996 4.06717 -0.2 -0.1 0.2 -0.07
O 0.94768 -7.10755 2.21270 -0.2 0.1 -0.1 -0.06
H 3.60829 -6.98667 2.47955 -0.1 -0.2 0.1 0.07
H 2.91222 -5.39062 2.71642 0.0 -0.1 0.1 0.05
H 3.59535 -6.26516 4.10424 0.0 0.0 -0.1 0.09
H 1.08397 -6.35224 4.10275 -0.1 0.0 -0.2 0.14
H 2.34084 -9.06082 3.40059 0.1 0.1 0.0 0.08
H 0.81537 -8.82239 4.23983 0.1 0.1 0.0 0.08
H 2.33380 -8.32970 5.02076 0.0 0.0 -0.1 0.08
H 1.45489 -7.68073 1.61946 -0.1 0.2 0.2 0.09
C -8.23140 5.36169 -1.03273 -0.2 -0.3 0.1 -0.07
C -6.71441 5.32482 -0.93539 -0.3 0.6 -0.2 -0.50
C -6.16055 6.64106 -0.41330 0.3 0.0 0.2 -0.06
O -6.16361 5.05715 -2.22348 0.1 -0.2 -0.1 -0.07
H -8.55978 6.14298 -1.72636 0.1 0.1 0.1 0.08
H -8.61480 4.41337 -1.42055 0.1 0.1 0.1 0.08
H -8.68519 5.54927 -0.05568 0.0 0.0 -0.1 0.08
H -6.40816 4.50891 -0.27392 0.1 0.0 -0.2 0.13
H -6.41652 7.46706 -1.08530 -0.1 -0.1 0.0 0.08
H -5.06842 6.60433 -0.35972 -0.1 0.0 0.0 0.07
H -6.55228 6.86709 0.58234 0.0 0.0 -0.1 0.08
H -6.42918 5.77446 -2.81693 0.1 -0.2 0.2 0.09
```
Forces are in eV/Å.

E_tot = -58200.2897 eV
gap between HOMO and LUMO = 9.6 eV
relative energy (zero: lowest compared OMol25 entry of this formula, charge and spin) = 95.7 kcal/mol
highest occupied orbital energy = -9.3 eV
charge = 0
LUMO = 0.2341 eV